1.
C24H43F2N7O5S2 as an isolated structure. Source: OMol25; level of theory: the ωB97M-V functional and the def2-TZVPD basis.

Structure (XYZ):
```
83
C24H43F2N7O5S2 the ωB97M-V functional and the def2-TZVPD basis
C -3.440 5.177 0.599
O -2.255 5.225 -0.171
C -2.509 4.858 -1.530
C -2.533 3.318 -1.655
C -1.683 2.794 -2.848
C -2.541 2.242 -4.028
C -1.991 0.904 -4.570
C -2.935 -0.329 -4.611
C -4.183 -0.344 -3.730
C -3.996 -0.469 -2.192
C -2.569 -0.472 -1.615
C -2.224 -1.744 -0.774
C -1.895 -1.432 0.702
N -0.420 -1.473 0.976
S -0.015 -2.411 2.309
O -0.821 -2.120 3.437
O 1.395 -2.311 2.464
F -0.345 -3.846 1.827
S 0.270 0.060 1.067
O 0.293 0.563 2.390
O -0.330 0.871 0.072
F 1.711 -0.264 0.606
H -4.241 4.603 0.120
H -3.828 6.178 0.812
H -3.223 4.683 1.549
H -1.725 5.317 -2.130
H -3.471 5.294 -1.819
H -2.124 2.909 -0.731
H -3.555 2.958 -1.781
H -1.018 2.021 -2.460
H -1.040 3.586 -3.233
H -2.430 2.977 -4.829
H -3.597 2.238 -3.766
H -1.641 1.071 -5.591
H -1.093 0.625 -4.017
H -2.336 -1.220 -4.396
H -3.272 -0.464 -5.643
H -4.817 0.523 -3.929
H -4.789 -1.193 -4.060
H -4.551 0.339 -1.707
H -4.500 -1.381 -1.859
H -1.765 -0.341 -2.332
H -2.491 0.355 -0.909
H -1.318 -2.187 -1.191
H -3.019 -2.487 -0.817
H -2.355 -0.513 1.059
H -2.325 -2.236 1.304
C 4.673 -3.411 2.973
C 5.673 -4.317 2.411
N 6.459 -5.025 1.963
H 4.360 -3.764 3.948
H 5.093 -2.414 3.078
H 3.805 -3.363 2.315
C 4.856 -2.317 -0.460
C 5.152 -1.748 -1.773
N 5.387 -1.302 -2.804
H 5.782 -2.577 0.049
H 4.309 -1.593 0.143
H 4.251 -3.215 -0.574
C -7.726 0.690 -0.856
C -6.936 1.890 -0.583
N -6.306 2.824 -0.366
H -8.778 0.892 -0.671
H -7.597 0.390 -1.895
H -7.399 -0.121 -0.209
C 7.966 -1.808 5.759
C 6.627 -2.392 5.741
N 5.575 -2.853 5.724
H 7.899 -0.742 5.968
H 8.565 -2.287 6.531
H 8.445 -1.955 4.793
C 8.607 -4.498 -0.903
C 9.607 -5.401 -1.468
N 10.392 -6.111 -1.913
H 8.298 -4.853 0.080
H 9.028 -3.499 -0.807
H 7.737 -4.457 -1.555
C -1.468 4.049 4.844
C -2.186 5.323 4.809
N -2.749 6.322 4.780
H -0.417 4.212 4.614
H -1.553 3.606 5.834
H -1.890 3.366 4.110
```

## Properties
Gap between HOMO and LUMO = 9.1524 eV
Electronic energy = -2695.73083 hartree
Charge = 0
Largest force on an atom = 2.44 eV/A

***

2.
One molecule with the formula C10H10O3S. Source: OMol25; level of theory: the ωB97M-V functional and the def2-TZVPD basis.

Structure (XYZ):
```
24
C10H10O3S the ωB97M-V functional and the def2-TZVPD basis
C 3.472 -0.178 -0.563
C 3.166 -0.159 0.791
C 2.627 -0.911 -1.458
C 2.068 -0.732 1.359
C 1.467 -1.507 -0.932
C 1.228 -1.448 0.466
C -1.431 0.255 -0.285
C -0.008 -2.061 0.878
C -2.710 0.523 0.102
C -3.428 1.760 -0.348
O -0.375 0.472 -0.730
O -1.292 -2.447 -1.406
O -2.542 -2.355 0.583
S -1.382 -1.963 -0.099
H 4.201 0.457 -0.973
H 4.006 0.185 1.442
H 2.977 -1.102 -2.444
H 1.885 -0.522 2.350
H 0.816 -2.069 -1.656
H -0.372 -1.869 1.842
H -3.199 -0.171 0.640
H -3.362 1.972 -1.370
H -2.803 2.601 0.169
H -4.424 1.723 -0.033
```

## Properties
Gap between HOMO and LUMO (spin up / spin down) = 6.2923 / 6.2954 eV
Electronic energy = -1010.76845 hartree
Charge = 0
Largest force on an atom = 4.05 eV/A